Entry 1:
Formula: CH5BS
Source: the OMol25 dataset
Level of theory: ωB97M-V with the def2-TZVPD basis set

Cartesian coordinates (Å):
B  -0.528  0.816  -0.202
C  -0.046  -0.717  -0.393
S  1.591  0.183  -0.023
H  -0.803  1.425  -1.164
H  -0.245  -1.273  0.601
H  -0.783  1.240  0.835
H  0.018  -1.382  -1.263
H  1.624  -0.267  1.321

Output
HOMO level (spin up / spin down): -4.8 / -11.4 eV
Charge: 0
LUMO energy (spin up / spin down): 0.4677 / -3.8113 eV
2S+1: 3
Kohn-Sham gap (spin up / spin down): 5.3 / 7.6 eV
⟨S²⟩: 2.0068
Energy above the lowest of the compared OMol25 structures with the same formula, charge and spin: 32.0 kcal per mole
Electronic energy: -12623.306 eV

The net atomic charges from Löwdin, expressed in e, are: -0.303 -0.428 0.738 0.014 0.062 0.016 0.056 -0.155

=====

Entry 2:
Formula: C3H3DyO2
Source: the OMol25 dataset
Level of theory: ωB97M-V with the def2-TZVPD basis set

Cartesian coordinates (Å):
H  0.085  -2.736  -0.751
O  -1.078  0.841  -0.737
O  1.902  1.575  0.919
C  -0.261  0.733  0.410
C  -0.797  -0.556  -0.133
C  1.227  0.905  0.124
H  -0.678  1.208  1.317
H  -1.590  -0.956  0.519
Dy  1.190  -1.015  -1.666

Output
HOMO level (spin up / spin down): -2.3 / -2.2 eV
Charge: -1
LUMO energy (spin up / spin down): 2.7500 / 2.2806 eV
2S+1: 7
Kohn-Sham gap (spin up / spin down): 5.0 / 4.5 eV
⟨S²⟩: 12.1029
Electronic energy: -31331.958 eV

The net atomic charges from Löwdin, expressed in e, are: -0.239 -0.241 -0.156 -0.520 -0.385 -0.455 0.118 0.022 0.856

=====

Entry 3:
Formula: C4H12N2
Source: the OMol25 dataset
Level of theory: ωB97M-V with the def2-TZVPD basis set

Cartesian coordinates (Å):
C  -2.042  -0.050  -1.055
C  -2.417  0.342  0.319
N  -1.884  -0.973  0.047
H  -2.577  -1.717  0.068
H  -3.466  0.453  0.568
H  -1.114  0.322  -1.465
H  -2.827  -0.218  -1.782
H  -1.751  0.989  0.872
C  2.019  0.235  -0.071
C  1.463  -1.144  0.007
N  2.903  0.485  0.852
H  3.196  -0.189  1.572
H  3.341  1.393  0.903
H  0.855  1.938  -0.404
H  0.400  2.605  -0.437
H  0.386  -1.077  0.171
H  1.602  -1.628  -0.960
H  1.912  -1.766  0.795

Output
HOMO level: -7.8 eV
Charge: 0
LUMO energy: 1.2412 eV
Kohn-Sham gap: 9.0 eV
Energy above the lowest of the compared OMol25 structures with the same formula, charge and spin: 101.7 kcal per mole
Electronic energy: -7318.620 eV

The net atomic charges from Löwdin, expressed in e, are: -0.194 -0.193 -0.055 0.095 0.096 0.079 0.097 0.085 -0.238 -0.142 0.035 0.103 0.089 -0.040 0.020 0.033 0.070 0.060

=====

Entry 4:
Formula: C41H34BrCuIN3O5
Source: the OMol25 dataset
Level of theory: ωB97M-V with the def2-TZVPD basis set

Cartesian coordinates (Å):
Cu  0.808  -1.057  -1.572
C  2.402  1.966  3.302
C  0.987  1.792  2.808
C  -0.047  2.214  3.839
O  0.775  2.553  1.608
C  0.240  1.710  0.574
C  -0.147  0.449  1.386
O  0.812  0.447  2.431
C  -0.270  -1.001  0.873
O  0.888  -1.446  0.256
C  -0.538  -1.853  2.129
C  0.463  -2.665  2.640
C  0.237  -3.425  3.781
C  -0.990  -3.375  4.427
C  -1.996  -2.562  3.919
C  -1.768  -1.809  2.777
C  -1.488  -1.181  -0.071
C  -2.416  -0.098  -0.392
C  -3.529  -0.264  -1.112
C  -2.915  -2.011  -2.872
C  -2.799  -2.673  -1.538
C  -1.722  -2.397  -0.577
C  1.152  1.702  -0.685
O  0.614  0.773  -1.571
C  2.651  1.544  -0.362
C  3.397  0.418  -0.682
C  4.760  0.346  -0.416
C  5.418  1.412  0.175
C  4.694  2.558  0.481
C  3.337  2.617  0.210
C  1.015  3.056  -1.411
C  0.495  4.211  -0.839
C  0.400  5.391  -1.575
C  0.829  5.431  -2.890
C  1.358  4.281  -3.467
C  1.447  3.110  -2.735
H  2.639  3.028  3.378
H  3.100  1.494  2.618
H  2.504  1.515  4.291
H  0.082  3.269  4.085
H  0.068  1.622  4.747
H  -1.057  2.077  3.455
H  -0.686  2.170  0.220
H  -1.133  0.685  1.817
H  1.418  -2.680  2.136
H  1.027  -4.054  4.172
H  -1.165  -3.968  5.316
H  -2.962  -2.520  4.408
H  -2.567  -1.196  2.374
H  -2.220  0.894  -0.013
H  -4.940  0.812  -2.300
H  -3.352  -2.618  -3.647
H  -3.192  -3.683  -1.544
H  -1.118  -3.238  -0.249
H  2.953  -0.442  -1.154
H  5.300  -0.552  -0.689
H  6.480  1.359  0.377
H  5.188  3.413  0.928
H  2.794  3.523  0.446
H  0.171  4.212  0.193
H  -0.010  6.277  -1.106
H  0.755  6.348  -3.461
H  1.700  4.297  -4.494
H  1.849  2.213  -3.187
N  2.392  -3.456  -0.633
C  2.440  -3.297  -1.984
O  1.554  -2.549  -2.518
C  3.421  -3.947  -2.755
C  4.387  -4.749  -2.092
N  5.134  -5.366  -1.463
C  3.417  -3.774  -4.166
N  3.412  -3.633  -5.311
H  1.840  -2.766  -0.124
H  3.178  -3.871  -0.159
Br  -5.690  -3.465  -2.951
C  -5.299  -1.946  -1.843
C  -6.347  -1.469  -1.164
C  -6.409  -0.329  -0.243
C  -5.615  0.736  -0.285
C  -4.510  0.863  -1.292
C  -3.855  -1.549  -1.778
I  -1.435  -0.811  -3.656
H  -7.279  -2.003  -1.306
H  -7.196  -0.368  0.502
H  -5.730  1.512  0.463
H  -3.995  1.818  -1.200

Output
HOMO level (spin up / spin down): -5.3 / -5.3 eV
Charge: -1
LUMO energy (spin up / spin down): 1.9951 / 1.9559 eV
2S+1: 2
Kohn-Sham gap (spin up / spin down): 7.3 / 7.2 eV
⟨S²⟩: 0.7536
Electronic energy: -180559.981 eV

The net atomic charges from Löwdin, expressed in e, are: 0.528 0.021 -0.573 0.015 -0.041 -0.136 -0.160 0.017 -0.397 -0.233 -0.139 -0.007 -0.077 -0.106 -0.088 -0.028 -0.153 0.010 -0.196 -0.670 -0.192 0.005 -0.388 -0.254 -0.102 -0.007 -0.069 -0.099 -0.091 -0.046 -0.136 -0.034 -0.090 -0.110 -0.082 -0.014 0.096 0.082 0.090 0.089 0.091 0.083 0.139 0.139 0.113 0.099 0.093 0.095 0.117 0.111 0.134 0.019 0.123 0.144 0.081 0.105 0.094 0.099 0.116 0.106 0.095 0.092 0.098 0.123 0.185 -0.493 -0.111 -0.215 -0.258 0.104 -0.242 0.110 0.042 0.093 0.798 -0.532 -0.147 -0.101 -0.078 -0.125 -0.356 1.182 0.080 0.098 0.104 0.119

=====

Entry 5:
Formula: C6H17ClN3O2P
Source: the OMol25 dataset
Level of theory: ωB97M-V with the def2-TZVPD basis set

Cartesian coordinates (Å):
C  1.065  1.623  2.812
C  1.079  0.738  1.568
C  2.491  0.898  0.924
N  -0.084  1.131  0.688
N  -0.315  0.416  -0.463
N  -1.347  -0.743  -0.175
Cl  -2.943  -0.086  0.145
C  -1.335  -1.651  -1.277
C  -2.400  -2.697  -0.899
C  -0.012  -2.319  -1.313
P  -0.473  1.427  -1.901
O  1.133  1.373  -2.281
O  -0.283  2.900  -1.216
H  1.968  1.727  3.359
H  0.869  2.651  2.516
H  0.244  1.433  3.494
H  0.795  -0.261  1.720
H  2.473  1.843  0.441
H  2.831  0.180  0.112
H  3.181  0.942  1.771
H  -0.879  1.509  1.198
H  -1.599  -1.108  -2.213
H  -2.198  -2.844  0.215
H  -3.381  -2.235  -1.079
H  -2.316  -3.557  -1.654
H  0.205  -2.944  -0.391
H  0.766  -1.520  -1.312
H  0.045  -2.945  -2.267
H  1.467  0.737  -1.555
H  -1.047  3.381  -0.967

Output
HOMO level: -8.6 eV
Charge: 0
LUMO energy: 0.5768 eV
SMILES: CC(C)NN(N(Cl)C(C)C)P(O)O
Kohn-Sham gap: 9.2 eV
Energy above the lowest of the compared OMol25 structures with the same formula, charge and spin: 52.1 kcal per mole
Electronic energy: -36871.700 eV

The net atomic charges from Löwdin, expressed in e, are: -0.066 -0.371 -0.053 -0.103 -0.322 -0.452 0.619 -0.614 -0.121 -0.085 0.808 -0.307 -0.269 0.061 0.082 0.075 0.103 0.060 0.088 0.070 0.096 0.114 0.104 0.030 0.105 0.106 0.058 0.109 0.045 0.029

=====

Entry 6:
Formula: F6KP
Source: the OMol25 dataset
Level of theory: ωB97M-V with the def2-TZVPD basis set

Cartesian coordinates (Å):
K  -0.212  -2.509  -2.180
P  0.020  0.358  0.331
F  1.336  0.878  1.139
F  0.591  0.929  -1.180
F  0.775  -1.097  0.015
F  -1.331  -0.309  -0.394
F  -0.667  -0.190  1.719
F  -0.514  1.940  0.550

Output
HOMO level (spin up / spin down): -18.3 / -18.2 eV
Charge: +1
LUMO energy (spin up / spin down): -4.1723 / -12.3199 eV
2S+1: 2
Kohn-Sham gap (spin up / spin down): 14.1 / 5.9 eV
⟨S²⟩: 0.7555
Energy above the lowest of the compared OMol25 structures with the same formula, charge and spin: 11.3 kcal per mole
Electronic energy: -41913.252 eV

The net atomic charges from Löwdin, expressed in e, are: 0.984 0.395 0.025 -0.074 -0.190 -0.175 -0.085 0.119

=====

Entry 7:
Formula: C4H6ClI
Source: the OMol25 dataset
Level of theory: ωB97M-V with the def2-TZVPD basis set

Cartesian coordinates (Å):
C  1.341  -0.842  -0.028
C  -0.079  -0.431  -0.172
C  -0.416  0.822  -0.128
Cl  0.697  2.143  0.114
C  -1.948  1.379  -0.501
I  -3.491  -0.053  0.053
H  1.713  -0.983  -1.059
H  1.791  -0.245  0.723
H  1.533  -1.927  0.272
H  -0.680  -1.315  -0.316
H  -2.114  1.465  -1.550
H  -1.957  2.409  -0.197

Output
HOMO level: -9.4 eV
Charge: 0
LUMO energy: 0.2722 eV
SMILES: C/C=C(\Cl)CI
Kohn-Sham gap: 9.7 eV
Energy above the lowest of the compared OMol25 structures with the same formula, charge and spin: 6.0 kcal per mole
Electronic energy: -24866.815 eV

The net atomic charges from Löwdin, expressed in e, are: -0.133 -0.268 -0.719 0.663 -0.597 0.727 0.093 0.041 0.094 0.082 0.001 0.014

=====

Entry 8:
Formula: C2H3F2NO
Source: the OMol25 dataset
Level of theory: ωB97M-V with the def2-TZVPD basis set

Cartesian coordinates (Å):
F  -0.135  2.176  0.846
N  -0.559  0.828  0.816
F  -1.887  1.036  0.437
C  0.120  0.171  -0.258
C  0.443  -1.192  -0.142
O  1.389  -0.196  0.031
H  -0.118  0.587  -1.264
H  0.331  -1.903  0.694
H  0.417  -1.507  -1.160

Output
HOMO level: -11.0 eV
Charge: 0
LUMO energy: 0.9782 eV
SMILES: FN(F)[C@@H]1CO1
Kohn-Sham gap: 11.9 eV
Energy above the lowest of the compared OMol25 structures with the same formula, charge and spin: 137.6 kcal per mole
Electronic energy: -11089.648 eV

The net atomic charges from Löwdin, expressed in e, are: -0.014 -0.005 -0.007 -0.375 -0.091 0.058 0.176 0.146 0.112